ORCA calculation (the ωB97M-V functional and the def2-TZVPD basis) on a 2-piece molecular cluster, C4H12NO2 overall at a distorted geometry.

Structure (XYZ):
```
19
Properties=species:S:1:pos:R:3:lowdin_charge:R:1
C -0.15429 1.93062 -0.84065 -0.03
C -0.19823 0.78566 0.15680 -0.35
C -0.73844 -0.48385 -0.50901 -0.11
C -2.29399 -0.28548 -0.72053 -0.23
O -3.08866 -1.01662 -0.24214 0.13
N 1.13824 0.48722 0.82277 0.23
H 0.42748 2.81304 -0.57679 0.09
H 0.42411 1.51316 -1.65612 0.09
H -1.12543 2.35953 -1.05704 0.10
H -0.89317 1.05992 0.94441 0.15
H -0.10067 -0.79369 -1.34964 0.13
H -0.69682 -1.35316 0.18136 0.12
H -2.41817 0.62615 -1.32124 0.12
H 1.42775 1.03182 1.63988 0.18
H 1.36270 -0.50645 1.05355 0.13
H 1.87184 0.66489 0.12839 0.17
H 1.52806 -3.02484 0.36923 0.05
H 1.85635 -3.26857 1.79317 0.07
O 1.67134 -2.53933 1.18361 -0.05
```

Calculated values
Charge: +1
HOMO, eV: -13.668
Kohn-Sham gap, eV: 10.2
LUMO, hartree: -0.12589